{
  "formula": "C10H13N2O6Sc",
  "method": "the ωB97M-V functional and the def2-TZVPD basis",
  "symbols": ["O", "C", "Sc", "C", "O", "C", "O", "C", "O", "C", "O", "H", "C", "N", "C", "C", "O", "N", "C", "C", "H", "H", "H", "H", "H", "H", "H", "H", "H", "H", "H", "H"],
  "xyz": [[4.926, -1.488, -5.474], [4.300, -1.204, -4.547], [1.585, -0.871, -1.187], [0.537, -2.763, -0.152], [-0.303, -3.334, 0.399], [2.509, 1.194, -0.690], [2.791, 2.298, -0.467], [0.810, -0.100, -3.393], [0.344, 0.383, -4.331], [3.591, -1.615, -0.281], [4.592, -1.902, 0.190], [2.968, -0.099, -2.125], [-2.238, 0.879, -1.302], [-2.094, 0.725, 0.149], [-3.168, 1.250, 1.002], [-0.907, 0.263, 0.568], [-0.089, -0.066, -0.383], [-0.535, 0.179, 1.858], [-1.516, 0.107, 2.950], [0.860, -0.193, 2.126], [-3.244, 1.269, -1.502], [-2.119, -0.092, -1.831], [-1.510, 1.623, -1.694], [-3.659, 0.461, 1.603], [-2.803, 2.039, 1.676], [-3.950, 1.708, 0.383], [-2.332, -0.614, 2.766], [-1.023, -0.240, 3.859], [-1.937, 1.099, 3.185], [1.173, -1.020, 1.446], [1.531, 0.681, 2.047], [0.910, -0.557, 3.151]],
  "max_force_ev_per_a": 5.5,
  "e_above_lowest_kj_mol": 0.0,
  "e_tot_ev": -46529.1740,
  "total_charge": 2,
  "e_lumo_ev": -8.9
}



{
  "formula": "C10H13N3",
  "method": "the ωB97M-V functional and the def2-TZVPD basis",
  "symbols": ["C", "C", "N", "C", "N", "C", "C", "C", "C", "C", "C", "N", "C", "H", "H", "H", "H", "H", "H", "H", "H", "H", "H", "H", "H", "H"],
  "xyz": [[4.862, -0.053, 0.033], [3.557, -0.054, 0.012], [2.863, 1.123, -0.167], [1.648, 1.278, 0.095], [0.489, 1.495, 0.062], [-0.784, 1.163, 0.018], [-1.795, 2.110, -0.005], [-3.012, 1.555, -0.176], [-3.472, 0.179, -0.115], [-2.364, -0.761, 0.253], [-1.054, -0.240, -0.028], [0.000, -1.014, -0.236], [-0.087, -2.404, -0.144], [5.438, -0.958, 0.024], [5.523, 0.920, 0.002], [3.002, -1.002, -0.012], [3.508, 1.886, -0.141], [-1.563, 3.189, 0.120], [-3.871, 2.363, -0.185], [-4.029, 0.389, 0.829], [-4.111, -0.100, -0.929], [-2.428, -1.714, -0.317], [-2.327, -0.955, 1.449], [0.222, -2.890, -1.107], [-0.974, -2.764, 0.244], [0.759, -2.741, 0.422]],
  "max_force_ev_per_a": 5.0,
  "smiles": "C=C[NH+]=C=[N+]=C1C=CCC/C1=N\\C",
  "e_above_lowest_kj_mol": 427.8,
  "e_tot_ev": -15029.0632,
  "total_charge": 2,
  "e_lumo_ev": -10.1
}



{
  "formula": "C10H13N3O",
  "method": "the ωB97M-V functional and the def2-TZVPD basis",
  "symbols": ["C", "C", "C", "C", "C", "C", "C", "C", "C", "C", "N", "N", "N", "O", "H", "H", "H", "H", "H", "H", "H", "H", "H", "H", "H", "H", "H"],
  "xyz": [[3.437, -0.738, 0.135], [2.102, -0.475, 0.545], [1.223, -1.188, 1.280], [0.183, 0.549, 0.268], [-1.188, -0.446, 1.843], [-0.500, 0.747, -2.390], [-1.928, -0.210, -1.248], [-1.140, 1.072, -1.093], [1.486, -2.417, 1.985], [-1.695, 2.443, -0.720], [4.543, -0.841, -0.107], [1.464, 0.598, 0.008], [0.021, -0.394, 1.255], [-1.142, -0.533, -2.380], [-1.993, 0.266, 1.670], [-1.192, -0.947, 2.751], [-0.827, 1.235, -3.360], [0.541, 0.593, -2.416], [-1.982, -1.054, -0.592], [-2.913, 0.277, -1.494], [0.663, -3.012, 2.288], [2.108, -2.323, 2.860], [2.037, -2.930, 1.163], [-0.788, 2.998, -0.620], [-2.175, 2.444, 0.338], [-2.296, 2.917, -1.483], [1.950, 1.370, -0.484]],
  "max_force_ev_per_a": 4.4,
  "e_above_lowest_kj_mol": 282.0,
  "e_tot_ev": -17074.1302,
  "total_charge": 2,
  "e_lumo_ev": [-11.7, -11.7]
}



What did the first record say?
{
  "formula": "C10H13N2O6Sc",
  "method": "the ωB97M-V functional and the def2-TZVPD basis",
  "symbols": ["O", "C", "Sc", "C", "O", "C", "O", "C", "O", "C", "O", "H", "C", "N", "C", "C", "O", "N", "C", "C", "H", "H", "H", "H", "H", "H", "H", "H", "H", "H", "H", "H"],
  "xyz": [[4.926, -1.488, -5.474], [4.300, -1.204, -4.547], [1.585, -0.871, -1.187], [0.537, -2.763, -0.152], [-0.303, -3.334, 0.399], [2.509, 1.194, -0.690], [2.791, 2.298, -0.467], [0.810, -0.100, -3.393], [0.344, 0.383, -4.331], [3.591, -1.615, -0.281], [4.592, -1.902, 0.190], [2.968, -0.099, -2.125], [-2.238, 0.879, -1.302], [-2.094, 0.725, 0.149], [-3.168, 1.250, 1.002], [-0.907, 0.263, 0.568], [-0.089, -0.066, -0.383], [-0.535, 0.179, 1.858], [-1.516, 0.107, 2.950], [0.860, -0.193, 2.126], [-3.244, 1.269, -1.502], [-2.119, -0.092, -1.831], [-1.510, 1.623, -1.694], [-3.659, 0.461, 1.603], [-2.803, 2.039, 1.676], [-3.950, 1.708, 0.383], [-2.332, -0.614, 2.766], [-1.023, -0.240, 3.859], [-1.937, 1.099, 3.185], [1.173, -1.020, 1.446], [1.531, 0.681, 2.047], [0.910, -0.557, 3.151]],
  "max_force_ev_per_a": 5.5,
  "e_above_lowest_kj_mol": 0.0,
  "e_tot_ev": -46529.1740,
  "total_charge": 2,
  "e_lumo_ev": -8.9
}